(1)
{
  "formula": "C30H50BrIrN4O10P2S3",
  "method": "ωB97M-V/def2-TZVPD",
  "elements": ["Ir", "O", "C", "C", "C", "C", "C", "C", "C", "O", "N", "O", "O", "H", "H", "H", "H", "C", "C", "C", "C", "C", "Br", "N", "C", "H", "H", "H", "H", "H", "H", "C", "N", "C", "S", "N", "C", "H", "H", "H", "H", "H", "H", "H", "H", "C", "C", "C", "O", "P", "S", "S", "O", "C", "C", "C", "H", "H", "H", "H", "H", "H", "H", "H", "H", "H", "H", "H", "H", "H", "C", "C", "C", "C", "O", "P", "O", "O", "O", "C", "C", "C", "C", "H", "H", "H", "H", "H", "H", "H", "H", "H", "H", "H", "H", "H", "H", "H", "H", "H", "H"],
  "xyz": [[-0.62814, 0.16975, 0.32409], [-2.55925, -0.89345, -0.52487], [-2.90921, -2.03280, -0.24602], [-2.48110, -2.78529, 0.91067], [-2.70815, -4.16199, 0.92576], [-2.26588, -4.90080, 1.99360], [-1.63504, -4.30368, 3.08566], [-1.44398, -2.94331, 3.09984], [-1.84661, -2.15129, 2.00757], [-1.65014, -0.85631, 2.04859], [-2.46042, -6.35618, 1.98354], [-3.10651, -6.82884, 1.07053], [-1.95647, -6.99211, 2.88620], [-3.60842, -2.54161, -0.92686], [-3.20959, -4.65561, 0.10330], [-1.31211, -4.92788, 3.90671], [-0.96931, -2.44723, 3.93514], [3.24818, 4.32450, -0.73214], [2.14475, 3.51435, -1.35139], [1.65246, 3.77056, -2.62680], [0.63107, 2.99609, -3.14243], [0.12729, 1.96971, -2.36065], [-1.33422, 0.97211, -2.99956], [0.59898, 1.68678, -1.15341], [1.57350, 2.45883, -0.66279], [3.37692, 5.27250, -1.25116], [4.19788, 3.78815, -0.77959], [3.03629, 4.53720, 0.31607], [2.05986, 4.58473, -3.21376], [0.21596, 3.18144, -4.12195], [1.91291, 2.20565, 0.33247], [4.60494, 0.84942, 1.23375], [3.21050, 0.48215, 1.44490], [2.42657, 0.69730, 2.47199], [0.75600, 0.15691, 2.45369], [2.78255, 1.28292, 3.61943], [4.08960, 1.72023, 4.09796], [4.78164, 0.78075, 0.16250], [5.28866, 0.16227, 1.73207], [4.80844, 1.86758, 1.55624], [2.82435, -0.12965, 0.69487], [2.00234, 1.45474, 4.23342], [4.87024, 1.03230, 3.79331], [4.05746, 1.72355, 5.18450], [4.33216, 2.72653, 3.75606], [-2.40049, 5.03417, 2.52643], [-3.16814, 4.18346, 3.51464], [-4.60022, 4.63501, 3.71104], [-3.13367, 2.75674, 3.16228], [-3.37845, 2.04158, 1.79296], [-3.79363, 0.12314, 2.26429], [-1.82529, 2.27865, 0.52506], [-4.65377, 2.76277, 1.22510], [-5.28587, 2.70207, -0.10447], [-4.64632, 3.72357, -1.02203], [-5.28568, 1.30338, -0.68050], [-2.36403, 6.05623, 2.90501], [-2.89410, 5.05180, 1.55310], [-1.38160, 4.67280, 2.39547], [-2.65432, 4.18254, 4.47505], [-5.11217, 4.75358, 2.75764], [-4.60102, 5.59448, 4.22892], [-5.14916, 3.91680, 4.31860], [-6.30565, 3.00921, 0.12441], [-3.66035, 3.39827, -1.35144], [-4.55713, 4.69019, -0.52604], [-5.27985, 3.84940, -1.90072], [-4.27264, 0.97959, -0.93023], [-5.87688, 1.31210, -1.59676], [-5.72985, 0.58616, 0.00778], [1.19039, -5.37228, -1.27932], [1.83861, -4.11542, -0.72665], [1.19362, -3.72046, 0.59428], [3.34242, -4.28037, -0.57302], [1.62522, -3.10256, -1.76378], [1.46419, -1.54992, -1.53160], [2.57124, -0.97958, -0.71603], [0.04297, -1.30495, -0.98639], [1.42368, -0.95444, -2.98635], [2.23240, -1.28557, -4.15682], [1.62624, -2.50195, -4.83778], [2.11197, -0.05552, -5.04229], [3.68063, -1.52037, -3.75546], [1.31152, -6.19657, -0.57590], [1.64872, -5.65361, -2.22769], [0.12512, -5.20592, -1.44458], [1.35173, -4.52354, 1.31509], [0.12120, -3.57078, 0.47040], [1.63040, -2.80533, 0.99876], [3.56151, -5.06931, 0.14760], [3.78932, -3.34819, -0.22594], [3.79318, -4.55058, -1.52869], [0.58437, -2.30674, -5.09453], [1.66869, -3.37286, -4.18691], [2.17548, -2.72007, -5.75433], [1.06432, 0.13942, -5.27555], [2.65218, -0.21373, -5.97609], [2.53072, 0.81768, -4.53927], [3.77076, -2.36720, -3.07547], [4.08954, -0.63644, -3.26482], [4.27101, -1.73147, -4.64755]],
  "forces_ev_per_a": [[0.312, 0.216, 0.157], [-0.063, -0.047, -0.172], [0.037, 0.050, -0.122], [0.041, 0.008, 0.109], [-0.024, -0.009, 0.009], [0.036, 0.040, 0.029], [-0.006, -0.068, -0.038], [-0.019, 0.093, -0.056], [0.063, -0.432, -0.017], [0.010, 0.225, 0.065], [-0.005, -0.041, 0.006], [0.024, 0.013, 0.003], [-0.017, 0.016, -0.005], [0.001, -0.005, 0.007], [0.005, 0.011, -0.007], [0.003, 0.011, 0.006], [-0.003, -0.014, 0.015], [0.000, -0.021, -0.004], [0.014, -0.006, 0.005], [0.011, -0.017, -0.003], [0.018, -0.010, -0.025], [0.031, 0.015, 0.039], [-0.019, -0.005, -0.005], [-0.124, 0.169, -0.071], [0.082, -0.092, -0.025], [0.000, 0.005, 0.008], [0.003, 0.005, -0.013], [0.004, 0.003, 0.000], [-0.004, 0.003, 0.001], [0.002, -0.003, 0.000], [-0.030, 0.021, 0.015], [0.012, 0.052, -0.038], [0.025, -0.348, -0.107], [-0.126, 0.026, 0.007], [0.032, -0.085, -0.105], [-0.037, 0.142, -0.076], [0.020, -0.040, 0.010], [-0.005, -0.002, 0.000], [-0.008, 0.006, 0.003], [-0.008, 0.001, -0.006], [-0.017, 0.098, -0.096], [0.001, -0.030, 0.007], [-0.002, -0.022, 0.010], [-0.006, 0.008, -0.002], [0.010, -0.012, -0.007], [-0.006, -0.027, -0.002], [-0.017, 0.031, -0.007], [0.001, -0.045, -0.005], [0.026, 0.048, -0.014], [-0.161, -0.161, 0.116], [-0.246, 0.204, 0.059], [0.191, -0.191, -0.081], [0.004, 0.004, 0.010], [-0.006, -0.005, -0.050], [-0.002, 0.005, 0.035], [0.049, 0.026, -0.005], [0.002, 0.002, -0.014], [-0.007, 0.004, -0.006], [0.009, 0.006, 0.012], [0.013, -0.019, -0.006], [-0.005, -0.005, -0.003], [0.000, 0.010, -0.008], [0.008, 0.011, 0.018], [0.003, -0.021, 0.031], [0.010, -0.002, 0.001], [-0.021, 0.004, -0.005], [0.007, 0.000, -0.006], [-0.028, -0.019, 0.015], [0.003, 0.003, -0.014], [-0.011, 0.002, -0.002], [0.000, 0.029, -0.030], [0.151, -0.036, 0.052], [-0.025, 0.056, -0.036], [0.000, 0.021, 0.005], [-0.250, -0.006, -0.017], [0.281, 0.046, -0.073], [0.074, 0.126, 0.284], [-0.210, 0.069, 0.242], [-0.211, -0.090, -0.051], [0.126, 0.061, -0.024], [-0.027, 0.005, 0.044], [0.001, -0.014, -0.005], [-0.016, 0.007, 0.023], [0.007, -0.006, -0.004], [-0.003, 0.000, 0.002], [-0.003, -0.007, 0.012], [-0.001, -0.003, 0.009], [-0.006, -0.021, -0.001], [0.005, -0.010, 0.005], [0.003, -0.001, 0.000], [-0.004, -0.002, 0.001], [-0.006, -0.011, 0.000], [0.002, -0.001, -0.003], [0.013, -0.003, -0.009], [-0.004, 0.003, -0.007], [-0.002, -0.002, 0.004], [0.004, 0.010, 0.001], [0.003, -0.003, 0.005], [0.004, -0.011, -0.017], [-0.002, -0.010, 0.008], [0.006, 0.006, -0.001]],
  "lumo_ev": [-2.50, -4.54],
  "largest_force_ev_per_a": 0.44,
  "gap_ev": [7.78, 6.69],
  "homo_energy_ev": [-10.28, -11.23],
  "spin_multiplicity": 6,
  "total_charge": 1,
  "s_squared": 8.77
}

***

(2)
{
  "formula": "C30H50InOP4",
  "method": "ωB97M-V/def2-TZVPD",
  "elements": ["In", "P", "P", "P", "H", "C", "C", "H", "C", "C", "C", "C", "C", "C", "C", "C", "C", "H", "H", "H", "H", "H", "H", "H", "H", "H", "H", "H", "H", "H", "H", "H", "H", "H", "H", "H", "H", "H", "H", "H", "H", "H", "H", "H", "H", "H", "C", "C", "C", "C", "C", "C", "O", "H", "H", "H", "H", "H", "H", "C", "P", "C", "C", "C", "C", "C", "C", "C", "C", "C", "C", "C", "C", "H", "H", "H", "H", "H", "H", "H", "H", "H", "H", "H", "H", "H"],
  "xyz": [[0.62533, -0.13236, -0.93015], [-1.13060, -2.10544, -0.56854], [2.43181, -1.12536, 0.98797], [2.15421, -1.64117, -2.43019], [-0.11861, 5.52538, -6.49991], [-0.15147, 4.58485, -7.05940], [-1.27483, 3.86457, -7.18463], [-2.22320, 4.17181, -6.72781], [-2.77372, -1.37190, -0.29102], [-0.94549, -3.31347, 0.80703], [-1.39781, -3.11499, -2.07912], [4.07906, -0.32300, 0.91156], [1.91412, -0.64696, 2.67974], [2.83786, -2.89954, 1.26093], [1.51886, -1.42847, -4.13287], [2.26234, -3.46679, -2.24291], [3.90760, -1.16671, -2.58678], [0.75611, 4.30880, -7.60818], [-1.30615, 2.98456, -7.84060], [-2.74072, -0.32353, -0.61444], [-3.05014, -1.42550, 0.77005], [-3.52543, -1.90159, -0.88890], [-1.10795, -2.80511, 1.77076], [0.06457, -3.74338, 0.80265], [-1.67798, -4.12831, 0.70433], [-1.43159, -2.45358, -2.95855], [-2.36811, -3.63185, -1.98568], [-0.59937, -3.85553, -2.22076], [4.68807, -0.61523, 1.77474], [3.93823, 0.76479, 0.93654], [4.60933, -0.56657, -0.01282], [2.75555, -0.68504, 3.38628], [1.11902, -1.30679, 3.04248], [1.51262, 0.37670, 2.65140], [3.88364, -3.02019, 1.57079], [2.68062, -3.48400, 0.34878], [2.19087, -3.31830, 2.04275], [2.11154, -2.07955, -4.79771], [1.61804, -0.38491, -4.46013], [0.45806, -1.71110, -4.19886], [2.25809, -3.91192, -3.24646], [1.41312, -3.86486, -1.67194], [3.19694, -3.74279, -1.73816], [4.29826, -1.61428, -3.50988], [4.49332, -1.53557, -1.73772], [4.00095, -0.07597, -2.64607], [-0.53042, 1.56301, -3.06736], [0.70300, 2.28507, -2.94200], [1.48220, 2.54353, -4.07114], [1.00321, 2.22039, -5.34452], [-0.25874, 1.61793, -5.47757], [-1.04853, 1.33718, -4.37883], [-1.10377, 1.00307, -2.02868], [0.20387, 1.31378, 0.16502], [1.06373, 2.54922, -1.94511], [2.46713, 3.00700, -3.95093], [1.55153, 2.51164, -6.24372], [-0.67511, 1.44688, -6.46442], [-2.02527, 0.86157, -4.49959], [-2.11136, 1.63539, 1.76777], [-0.89490, 1.09079, 3.04938], [-1.62511, -0.37174, 3.89420], [-2.90622, -0.83491, 3.54786], [-3.38551, -2.06035, 4.02139], [-2.62437, -2.80874, 4.91836], [-1.40239, -2.30562, 5.37413], [-0.89731, -1.10160, 4.87100], [-1.05967, 2.42311, 4.29607], [0.01392, 3.26080, 4.67108], [-0.19157, 4.27153, 5.62165], [-1.45935, 4.44207, 6.19791], [-2.53039, 3.62554, 5.81546], [-2.31396, 2.59105, 4.90387], [-2.85358, 0.86304, 1.53262], [-1.56207, 1.85383, 0.83410], [-2.62841, 2.54726, 2.09478], [-3.55319, -0.22208, 2.93088], [-4.36924, -2.41843, 3.69953], [-2.99098, -3.75914, 5.29857], [-0.84913, -2.87132, 6.11989], [0.05643, -0.75495, 5.27862], [0.99833, 3.12251, 4.22687], [0.63456, 4.92308, 5.90281], [-1.61955, 5.23420, 6.93296], [-3.53472, 3.78886, 6.21961], [-3.12799, 1.91565, 4.64893]],
  "forces_ev_per_a": [[-0.460, -0.014, 1.842], [-0.505, -0.397, 0.083], [0.461, -0.199, 1.048], [0.187, 0.340, -1.414], [-0.031, -0.422, -0.119], [-0.440, -0.077, -0.265], [0.284, 0.440, -0.250], [0.446, -0.143, -0.112], [-0.123, 0.385, -0.080], [0.263, 0.098, -0.084], [0.059, 0.047, -0.018], [-0.109, 0.262, -0.150], [-0.039, 0.163, 0.031], [-0.021, -0.231, -0.218], [0.069, -0.206, -0.146], [-0.362, 0.017, 0.422], [-0.035, 0.230, 0.078], [-0.324, 0.122, 0.212], [-0.023, 0.416, 0.266], [-0.186, -0.256, 0.057], [0.120, -0.013, -0.267], [0.133, 0.110, 0.207], [0.046, -0.101, -0.300], [-0.257, 0.040, 0.011], [0.163, 0.296, -0.025], [-0.071, -0.221, 0.271], [0.432, 0.130, -0.057], [-0.312, 0.195, 0.024], [-0.127, -0.001, -0.183], [0.067, -0.163, 0.006], [-0.050, 0.036, 0.284], [-0.191, -0.002, -0.215], [0.133, 0.045, -0.135], [0.284, -0.167, 0.056], [-0.249, 0.066, -0.017], [0.094, 0.056, 0.249], [0.151, 0.138, -0.190], [-0.286, 0.291, 0.118], [0.022, -0.249, 0.144], [0.334, 0.037, 0.022], [-0.011, 0.147, 0.222], [0.332, 0.006, -0.175], [-0.264, 0.126, -0.136], [-0.060, 0.071, 0.201], [-0.152, 0.048, -0.269], [0.059, -0.222, -0.020], [-0.979, -0.905, 1.090], [1.227, 0.039, -0.546], [-0.027, 0.118, 1.247], [-0.011, 0.274, -0.306], [-1.227, -0.142, 0.394], [0.291, -0.198, -0.959], [1.014, 0.530, -1.808], [0.998, -1.108, -0.697], [-0.166, 0.052, -0.315], [-0.463, -0.049, -0.085], [-0.053, -0.271, 0.402], [0.252, -0.167, 0.150], [0.322, 0.203, 0.144], [0.384, -0.106, -0.793], [-2.976, 0.362, 1.641], [0.611, 0.058, -0.172], [-0.134, -0.620, -0.258], [-0.161, 0.397, -0.078], [0.133, 0.216, -0.012], [0.010, 0.362, -0.207], [-0.001, -0.330, 0.146], [1.385, 0.623, 0.683], [-0.470, -0.018, 0.028], [-0.322, -0.378, -0.169], [0.142, 0.057, -0.282], [0.306, -0.112, -0.154], [-0.190, -0.139, -0.068], [0.360, 0.150, 0.097], [-0.359, 0.019, 0.404], [0.302, -0.278, 0.103], [0.048, -0.239, -0.055], [0.355, 0.222, 0.219], [0.042, 0.161, -0.111], [-0.011, 0.229, -0.121], [-0.241, 0.054, -0.361], [-0.182, 0.085, 0.094], [-0.221, -0.189, -0.036], [0.073, -0.272, -0.251], [0.464, -0.142, -0.082], [0.025, 0.183, 0.074]],
  "lumo_ev": [-10.24, -11.00],
  "largest_force_ev_per_a": 3.42,
  "gap_ev": [5.46, 4.75],
  "homo_energy_ev": [-15.70, -15.75],
  "total_charge": 3
}